[1]
75
Properties=species:S:1:pos:R:3:forces:R:3 method="wB97M-V/def2-TZVPD" homo_energy_ha=-0.513 e_tot_ev=-107116.946 charge=+2 de_lowest_kj_mol=409.2
Ta 0.316133 -0.070066 0.455696 -1.0 -1.0 -0.1
C -4.344382 5.767117 5.031497 0.0 0.0 0.0
C -3.581346 5.034934 3.970380 0.1 0.0 -0.1
C -2.964199 5.735786 2.932751 0.0 0.0 0.0
C -2.250504 5.078542 1.947901 0.0 0.1 -0.1
C -2.137098 3.694142 2.001096 0.0 -0.1 -0.2
C -2.752091 2.971893 3.011363 0.0 -0.1 0.0
C -3.470492 3.645621 3.986533 0.0 0.0 0.0
S -1.123684 2.976238 0.736375 0.2 0.5 0.7
O -1.437505 3.547031 -0.529062 -0.1 0.0 -0.1
O 0.238201 3.144412 1.240149 -0.2 0.1 0.2
N -1.358961 1.338865 0.756531 0.2 -0.3 -0.5
C -2.653890 0.934203 0.338746 -0.3 0.0 -0.1
C -3.764916 1.740541 0.196380 0.1 -0.1 0.0
C -5.010005 1.209924 -0.184172 0.0 0.0 0.0
C -5.156406 -0.120241 -0.436764 0.0 0.1 0.0
C -4.030840 -0.965348 -0.355521 0.1 0.0 0.0
C -4.110564 -2.331793 -0.666046 0.2 0.0 0.0
C -2.964961 -3.085052 -0.626205 -0.1 0.1 0.0
C -1.765057 -2.476903 -0.288290 0.2 -0.1 0.0
N -1.618951 -1.186392 0.036905 -0.1 -0.2 -0.3
C -2.773462 -0.428065 0.012875 -0.1 0.1 0.0
H -5.053924 6.464818 4.587452 0.0 0.0 0.0
H -3.664026 6.349139 5.654954 0.0 0.0 0.0
H -4.891869 5.082137 5.675472 0.0 0.0 0.0
H -3.052387 6.813809 2.891486 0.0 0.0 0.0
H -1.790343 5.633954 1.141139 0.0 0.0 0.0
H -2.727884 1.889203 3.018599 0.0 0.0 0.0
H -3.969616 3.082188 4.764602 0.0 0.0 0.0
H -3.715690 2.803676 0.361088 0.0 0.0 0.0
H -5.850663 1.882958 -0.276732 0.0 0.0 0.0
H -6.108992 -0.540863 -0.727605 0.0 0.0 0.0
H -5.062760 -2.764383 -0.944758 0.0 0.0 0.0
H -2.958493 -4.137363 -0.867626 0.0 0.0 0.0
H -0.888495 -3.096606 -0.299160 0.0 0.1 0.0
C -0.417476 0.075002 4.851150 0.0 0.0 0.0
C -0.408693 0.321591 3.481227 0.1 0.0 -0.1
N -0.002828 -0.580257 2.585611 0.1 0.1 0.4
C 0.452527 -1.779358 3.047706 -0.1 -0.1 0.0
C 0.478012 -2.106217 4.407991 0.0 0.1 -0.2
C 0.019646 -1.138980 5.320495 0.0 0.1 -0.1
C 0.975797 -3.386811 4.811599 0.0 -0.1 0.0
C 1.430038 -4.271395 3.897633 0.0 0.0 0.1
C 1.420007 -3.956469 2.501464 -0.1 0.1 -0.1
C 1.902055 -4.829457 1.508630 0.0 0.1 -0.1
C 1.876495 -4.423856 0.197599 0.0 0.0 0.1
C 1.372180 -3.162218 -0.124623 0.1 0.1 -0.1
N 0.875456 -2.332762 0.781875 0.3 0.1 0.5
C 0.919460 -2.717721 2.080553 -0.1 -0.1 0.1
H -0.763307 0.850605 5.518998 0.0 0.0 0.0
H -0.723468 1.279083 3.096220 0.0 0.0 0.0
H 0.026366 -1.355381 6.381287 0.0 0.0 0.0
H 0.988607 -3.623965 5.866792 0.0 0.0 0.0
H 1.817257 -5.233905 4.203894 0.0 0.0 0.0
H 2.300538 -5.796919 1.785261 0.0 0.0 0.0
H 2.251802 -5.052049 -0.597242 0.0 0.0 0.0
H 1.380147 -2.817548 -1.149830 0.0 0.0 0.0
F 3.998904 2.417065 1.697093 -0.1 0.0 0.0
C 2.755695 2.822341 1.723346 -0.3 -0.1 0.1
F 2.083097 2.221119 2.678282 0.3 0.1 -0.1
F 2.684098 4.114380 1.812514 -0.1 0.0 0.0
S 2.087309 2.432577 -0.107595 1.0 -0.5 -0.9
O 0.928005 1.628692 -0.564849 -1.0 0.7 0.7
O 2.306506 3.600376 -0.853104 0.3 0.3 0.0
N 3.192690 1.115502 -0.447130 0.2 0.0 -0.4
S 4.281361 1.062425 -1.784102 0.3 0.1 0.2
O 3.837906 0.046253 -2.657672 0.0 -0.2 -0.1
O 4.516403 2.407758 -2.136623 -0.1 0.2 0.0
C 5.791995 0.444855 -0.885026 0.1 0.0 0.0
F 6.043733 1.241409 0.140507 0.0 0.0 0.0
F 5.593607 -0.792368 -0.455413 0.0 0.1 0.0
F 6.787783 0.473569 -1.746551 -0.1 0.0 0.0
O 2.111032 0.046443 1.205208 0.5 0.1 -0.6
N 2.725172 -0.145108 -0.112910 -0.6 -0.1 0.8
O 1.540908 -0.606657 -0.941393 0.1 0.1 -0.3



[2]
75
Properties=species:S:1:pos:R:3:forces:R:3 method="wB97M-V/def2-TZVPD" homo_energy_ha=-0.333 e_tot_ev=-106294.375 charge=0 de_lowest_kj_mol=87.3
Au 1.331590 -0.641842 -0.184027 0.1 -0.4 0.0
Cl 2.125550 -0.996114 2.357549 0.3 -0.1 0.1
C 1.056580 0.309828 2.948895 -0.5 0.1 -0.1
C -0.390377 0.067182 2.486208 0.0 -0.2 -0.1
O -1.269730 0.357582 3.286968 0.1 0.0 -0.4
O -0.509325 -0.387581 1.289156 0.0 0.1 0.4
H 1.402716 1.229269 2.487594 0.2 0.1 0.1
H 1.090588 0.355516 4.029118 0.2 -0.1 0.1
C 3.575725 2.739625 0.763167 -0.1 -0.1 0.1
C 3.087045 1.800309 -0.345265 0.1 0.1 -0.3
O 1.953151 1.179476 0.154485 -0.3 0.3 -0.1
C 2.764959 2.657572 -1.636958 0.0 -0.1 0.2
F 3.208833 3.920140 -1.511782 0.1 0.0 0.0
F 1.448664 2.738184 -1.834788 -0.1 0.1 0.1
F 3.318711 2.169791 -2.754593 0.0 0.0 -0.1
C 4.251887 0.824363 -0.646147 -0.1 0.1 0.1
F 3.965584 -0.085702 -1.587429 0.2 0.0 0.0
F 5.336149 1.501137 -1.048694 0.0 0.0 0.0
F 4.572053 0.148610 0.462342 0.1 0.0 0.0
H 2.782330 3.444758 1.004259 0.0 0.0 0.0
H 4.461591 3.283004 0.449474 0.0 0.1 0.0
H 3.801116 2.141560 1.642745 0.0 0.0 0.0
O -2.075388 -7.170277 2.739687 0.0 0.1 -0.1
N -2.518499 -6.367314 1.943148 0.0 -0.1 0.0
O -3.647583 -6.379942 1.493591 0.1 0.1 0.0
C -1.613304 -5.312696 1.474322 0.0 -0.2 0.1
C -0.310118 -5.275494 1.938151 0.0 -0.2 0.2
C 0.562668 -4.352722 1.435011 0.2 0.1 -0.2
C 0.215187 -3.408661 0.415392 -0.2 0.1 0.1
O 1.134106 -2.705162 -0.141633 -0.5 0.5 -0.3
C -1.190745 -3.423438 0.100588 0.3 -0.1 0.1
C -2.065692 -4.378208 0.587367 -0.2 0.2 -0.1
N -1.758455 -2.452206 -0.792781 0.1 -0.1 0.1
O -0.992063 -1.560192 -1.153220 -0.2 0.0 -0.2
O -2.903614 -2.528884 -1.162347 -0.1 -0.1 0.0
N 1.924342 -4.372898 2.006641 0.1 0.1 0.0
O 2.025637 -4.793301 3.145302 -0.1 0.0 -0.1
O 2.847750 -3.974024 1.330693 -0.1 -0.1 0.1
H 0.018180 -5.973627 2.693159 0.0 0.0 0.0
H -3.095314 -4.376992 0.264874 0.0 0.0 0.0
S 1.319765 -0.243100 -2.500576 -0.1 -0.4 0.3
Sb -0.928568 -0.197904 -3.226434 0.2 0.0 -0.2
C -0.545737 1.027165 -4.902360 0.0 -0.1 0.0
C -0.304211 2.381186 -4.671318 -0.1 -0.1 -0.1
C 0.085659 3.195957 -5.724058 0.0 0.0 0.0
C 0.235412 2.658995 -6.997976 0.0 0.0 0.0
C -0.000803 1.309687 -7.224819 0.0 0.0 0.0
C -0.387801 0.485514 -6.174803 0.0 0.1 0.0
C -1.378938 -2.073509 -4.059984 -0.1 0.1 0.0
C -0.506093 -3.128177 -3.817676 -0.1 0.0 0.0
C -0.763575 -4.366656 -4.391704 0.0 0.0 0.0
C -1.880362 -4.543031 -5.198908 0.0 0.0 0.0
C -2.742738 -3.482177 -5.444783 0.0 0.0 0.0
C -2.494539 -2.240122 -4.876884 0.1 0.0 0.1
C -2.445424 0.784404 -2.173555 0.2 0.0 -0.1
C -3.690224 0.904572 -2.781560 0.0 0.1 0.1
C -4.705474 1.555183 -2.095216 0.0 0.0 0.0
C -4.462556 2.083176 -0.831947 0.0 0.0 0.0
C -3.211849 1.958454 -0.241828 0.0 0.0 0.0
C -2.188872 1.300338 -0.910308 -0.1 0.0 -0.1
H -0.413911 2.797702 -3.676007 0.0 0.0 0.0
H 0.282630 4.246366 -5.548202 0.0 0.0 0.0
H 0.542570 3.296914 -7.818082 0.0 0.0 0.0
H 0.125853 0.895326 -8.217765 0.0 0.0 0.0
H -0.567119 -0.569374 -6.350476 0.0 0.0 0.0
H 0.365563 -2.987149 -3.186370 0.0 0.0 0.0
H -0.084876 -5.191256 -4.210976 0.0 0.0 0.0
H -2.081160 -5.511344 -5.640040 0.0 0.0 0.0
H -3.607732 -3.618962 -6.081383 0.0 0.0 0.0
H -3.170070 -1.414931 -5.072872 0.0 0.0 0.0
H -3.877728 0.499847 -3.770137 0.0 0.0 0.0
H -5.686283 1.643431 -2.546174 0.0 0.0 0.0
H -5.259725 2.587614 -0.300298 0.0 0.0 0.0
H -3.025845 2.362822 0.745096 0.0 -0.1 0.0
H -1.227243 1.163505 -0.430448 0.0 0.0 0.0



[3]
62
Properties=species:S:1:pos:R:3:forces:R:3 method="wB97M-V/def2-TZVPD" homo_energy_ha="-0.202 / -0.164" e_tot_ev=-124043.769 multiplicity=3 charge=-1 de_lowest_kj_mol=302.1
Pd -0.869467 -1.640101 1.222542 0.0 -0.5 0.0
Br 0.610748 -5.673007 0.810537 -0.2 0.5 0.0
C -7.402921 0.625107 2.848354 -1.3 0.9 -0.1
C -8.171366 1.837556 2.951188 -0.2 0.5 0.7
C -7.476423 3.121527 2.398949 -1.2 0.4 0.7
O -8.158925 4.137868 2.367791 0.4 0.0 -0.3
C -6.081475 3.082738 2.057485 -2.2 1.1 0.3
C -5.403528 1.909284 2.102087 5.8 -1.0 -2.2
C -6.053129 0.614187 2.501072 1.8 -3.5 0.5
O -5.403913 -0.501216 2.568563 -1.1 3.1 -0.5
O -4.159312 1.946291 1.657210 -3.4 -0.8 1.6
O -9.271380 1.966955 3.506827 1.1 -0.5 -0.9
H -7.913440 -0.303871 3.055203 0.2 -0.1 0.2
H -5.613052 3.997432 1.725338 0.1 -0.1 0.0
F 1.536898 -0.999863 -4.035601 -0.6 0.2 0.9
C 1.860565 -1.113194 -5.310026 0.8 0.9 -1.4
C 1.680699 -0.025117 -6.178007 -0.5 -0.8 0.6
C 2.010459 -0.222299 -7.501193 0.5 0.0 -0.8
C 2.634554 -1.398012 -7.939560 0.3 0.9 0.1
C 2.983408 -2.356558 -7.039209 -0.7 -0.4 0.8
C 2.520801 -2.231223 -5.712386 0.5 -1.3 -0.5
H 1.230305 0.844945 -5.723537 0.0 0.3 -0.4
H 1.921419 0.506466 -8.293260 -0.4 0.5 0.4
H 2.978213 -1.489125 -8.959373 -0.2 0.1 -0.1
H 3.541351 -3.200807 -7.416493 0.0 -0.3 0.4
H 2.611898 -3.030991 -4.992340 0.3 -0.1 0.0
F 5.021758 0.167267 1.613676 -0.8 -0.7 -0.3
C 6.312944 0.434750 1.588283 2.0 0.8 -0.1
C 7.252212 -0.359734 0.918045 -0.1 0.4 -0.3
C 8.601044 0.016726 0.892061 0.0 1.8 2.2
C 9.005826 1.188510 1.641782 -1.5 -0.7 -0.8
C 8.020593 1.994697 2.262434 1.3 -1.1 -0.6
C 6.703816 1.602360 2.231590 -0.6 -0.1 -0.1
H 6.924879 -1.199705 0.323323 -0.1 -0.2 0.2
H 9.361012 -0.618073 0.460919 -0.1 0.0 -0.3
H 10.030780 1.525574 1.689338 0.1 -0.3 -0.1
H 8.320635 2.889378 2.787708 0.0 0.1 0.0
H 5.925728 2.214954 2.662526 0.0 0.0 0.2
F -4.150718 -2.411451 -3.565005 -0.3 -0.4 -0.8
C -4.987847 -2.352329 -4.645167 1.2 0.6 -0.4
C -6.263296 -1.957066 -4.412663 -1.7 0.2 -0.7
C -7.114590 -1.787125 -5.527493 1.3 0.3 -1.3
C -6.586422 -1.918754 -6.848510 -0.2 0.0 1.2
C -5.255350 -2.280668 -7.058880 -0.7 -0.4 1.0
C -4.470854 -2.504295 -5.934533 0.5 -0.4 0.7
H -6.577057 -1.777795 -3.394909 -0.2 0.0 0.0
H -8.131163 -1.431230 -5.448034 -0.1 -0.1 0.4
H -7.188205 -1.749136 -7.729118 -0.4 0.1 0.2
H -4.925534 -2.482878 -8.067218 0.3 0.2 0.1
H -3.446378 -2.845059 -5.961731 0.2 0.1 -0.4
F 1.171612 0.092599 6.104546 0.5 0.1 0.4
C 1.931135 0.660501 7.074959 -0.6 1.2 0.1
C 2.783009 -0.108664 7.844231 -0.8 0.1 -1.0
C 3.487624 0.520248 8.841065 0.5 0.9 0.8
C 3.414613 1.909495 9.067295 -1.2 -0.8 -0.8
C 2.492456 2.674627 8.294337 1.8 -1.3 1.5
C 1.754129 2.040593 7.319009 0.2 -0.2 -0.5
H 2.852442 -1.164669 7.628769 0.1 -0.1 0.2
H 4.061347 -0.115253 9.499374 0.4 0.1 0.0
H 3.972879 2.344298 9.883187 0.0 0.1 0.0
H 2.433457 3.714276 8.580794 -0.4 0.2 -0.5
H 1.118496 2.668061 6.711849 -0.3 -0.4 -0.2